No. 1
A cluster of 21 separate species, C82H216N10O42 in total. Source: OMol25; level of theory: ωB97M-V/def2-TZVPD.

Structure (XYZ):
```
350
Properties=species:S:1:pos:R:3:forces:R:3
C -5.812 -2.691 0.700 1.4 0.2 -0.3
O -6.114 -1.419 0.123 -0.2 -1.0 -0.8
C -5.799 -0.323 0.948 -0.8 0.3 -0.4
C -5.538 0.901 0.031 1.6 -1.0 2.3
N -6.609 1.521 -0.642 -0.8 -1.7 -0.4
C -6.218 2.645 -1.461 -1.4 -0.1 -1.0
C -5.720 2.239 -2.894 2.3 0.8 1.6
O -6.597 1.477 -3.655 0.3 -0.8 0.7
C -7.565 2.228 -4.271 -1.4 0.9 -1.4
H -6.165 -3.528 0.055 -0.1 0.8 0.3
H -6.262 -2.747 1.692 0.0 -0.3 0.0
H -4.677 -2.814 0.782 -1.4 0.1 0.1
H -4.827 -0.520 1.403 0.0 0.1 0.6
H -6.611 -0.214 1.723 0.8 0.2 -0.6
H -4.669 0.519 -0.547 -0.3 0.4 -0.5
H -5.132 1.621 0.725 0.3 0.4 0.3
H -6.997 0.747 -1.193 -0.5 0.8 -0.3
H -5.552 3.276 -0.859 0.3 -0.2 -0.6
H -7.130 3.250 -1.581 0.2 0.1 -0.1
H -4.791 1.608 -2.722 -0.9 0.7 -0.5
H -5.445 3.185 -3.429 0.0 -0.8 0.1
H -7.127 3.009 -4.933 -0.1 -0.3 0.3
H -8.266 2.736 -3.602 0.2 0.0 0.3
H -8.188 1.572 -4.898 0.3 0.1 0.2
C 3.352 0.631 -0.594 -0.8 -1.2 0.0
O 2.926 -0.162 0.542 0.9 -0.5 -1.0
C 1.589 -0.055 0.941 0.0 0.4 0.0
C 0.527 -0.586 -0.064 -0.5 -0.2 0.1
N -0.625 -1.089 0.751 0.8 0.9 -0.3
C -1.951 -0.903 0.180 0.2 1.9 -1.8
C -2.260 -1.482 -1.214 1.8 -2.0 0.0
O -1.543 -0.891 -2.319 -0.4 -0.4 0.7
C -2.305 0.129 -2.954 0.7 -0.2 1.8
H 2.666 0.556 -1.472 0.1 0.2 0.8
H 4.285 0.215 -0.954 0.2 -0.2 0.3
H 3.517 1.641 -0.285 0.0 0.8 0.1
H 1.459 1.031 1.165 -0.7 -0.5 0.0
H 1.516 -0.628 1.903 0.0 0.3 -0.8
H 0.897 -1.433 -0.714 -0.2 1.0 0.7
H 0.139 0.220 -0.722 0.5 -0.3 0.1
H -0.637 -0.566 1.644 -0.2 -0.6 -0.3
H -2.224 0.176 0.123 0.2 -0.2 0.1
H -2.596 -1.311 0.891 -1.5 -0.9 1.0
H -3.322 -1.584 -1.403 -0.4 0.7 0.1
H -1.935 -2.556 -1.218 0.0 0.8 0.1
H -2.694 0.734 -2.123 -0.6 0.2 -0.5
H -3.044 -0.322 -3.587 -0.5 0.2 -0.3
H -1.610 0.744 -3.479 0.4 0.4 -0.7
C -7.842 -7.780 -3.998 1.3 -0.9 0.9
O -6.791 -6.818 -4.104 -1.0 -0.5 -0.1
C -7.259 -5.586 -3.661 0.0 1.8 0.9
C -6.094 -4.568 -3.789 0.3 -1.5 0.5
N -6.401 -3.289 -3.129 0.8 -0.1 -2.9
C -5.297 -2.308 -3.201 -1.4 0.7 0.4
C -5.253 -1.582 -4.531 -1.0 0.6 1.5
O -4.758 -2.376 -5.511 0.6 -1.4 -2.6
C -3.383 -2.261 -5.775 0.6 0.8 1.0
H -8.157 -7.862 -2.929 -0.1 0.2 -0.7
H -7.377 -8.751 -4.251 -0.4 0.4 -0.1
H -8.695 -7.579 -4.639 -0.1 0.2 -0.1
H -7.633 -5.648 -2.590 0.4 0.0 -0.8
H -8.123 -5.186 -4.243 0.4 -0.5 0.1
H -5.919 -4.474 -4.848 0.1 0.5 -0.3
H -5.155 -5.078 -3.377 -1.0 0.7 -0.3
H -6.473 -3.538 -2.206 -0.5 -0.4 3.0
H -4.318 -2.756 -2.999 0.0 0.0 0.2
H -5.606 -1.556 -2.438 0.8 -0.4 -0.2
H -4.676 -0.682 -4.416 0.4 0.6 0.0
H -6.263 -1.245 -4.794 0.0 -0.2 0.0
H -2.814 -2.531 -4.864 0.0 0.3 -0.2
H -3.099 -1.213 -6.085 -0.3 -0.8 0.3
H -3.048 -2.950 -6.538 -0.4 -0.2 -0.3
C 3.212 -3.297 -0.985 -0.5 1.5 -2.1
O 3.466 -3.126 -2.423 -0.3 0.1 1.1
C 2.758 -4.051 -3.215 0.5 -0.4 0.2
C 2.478 -3.610 -4.625 0.0 1.0 0.1
N 3.589 -3.456 -5.575 -0.2 -0.6 1.3
C 4.421 -2.305 -5.267 -0.1 0.9 0.5
C 5.337 -2.003 -6.438 -1.0 -0.5 0.6
O 6.054 -0.816 -6.242 -0.3 0.1 -0.2
C 6.580 -0.428 -7.493 -0.5 -1.4 0.4
H 2.136 -3.089 -0.795 0.6 -0.2 0.1
H 3.843 -2.520 -0.596 0.0 0.3 0.8
H 3.486 -4.243 -0.574 0.3 -1.0 0.0
H 1.756 -4.189 -2.816 -0.2 -0.3 0.4
H 3.336 -4.979 -3.169 -0.3 -0.4 -0.2
H 1.889 -2.654 -4.522 0.4 -0.5 -0.2
H 1.793 -4.356 -5.017 -0.1 -0.1 -0.2
H 3.085 -3.279 -6.418 0.1 0.3 -1.0
H 5.000 -2.434 -4.342 -0.2 -0.4 -0.2
H 3.764 -1.434 -5.067 0.3 0.0 -0.2
H 4.641 -1.882 -7.285 0.5 -0.2 -0.3
H 6.018 -2.858 -6.557 -0.1 0.1 -0.4
H 7.163 -1.248 -7.878 0.3 -0.5 -0.5
H 7.240 0.347 -7.326 1.2 1.9 0.3
H 5.809 -0.164 -8.203 -0.4 0.2 -0.2
C 2.044 0.793 -4.585 0.0 -0.6 -0.1
O 1.097 1.401 -5.463 0.1 0.2 0.9
C 1.416 2.783 -5.678 -0.5 -1.4 -1.0
C 0.343 3.339 -6.583 -0.1 1.0 1.4
N -0.950 3.285 -5.921 -1.1 -0.7 0.2
C -1.997 3.677 -6.850 -0.9 2.5 0.6
C -3.397 3.928 -6.224 2.3 -0.5 2.5
O -3.904 2.698 -5.683 0.8 0.1 0.2
C -4.882 2.067 -6.445 -1.1 -1.6 -0.1
H 1.696 -0.220 -4.455 -0.1 -0.4 0.1
H 2.177 1.230 -3.583 -0.4 0.4 -0.4
H 3.026 0.735 -5.059 0.1 0.2 0.0
H 2.410 2.763 -6.105 0.4 0.6 -0.3
H 1.418 3.291 -4.743 0.1 0.6 0.8
H 0.308 2.897 -7.552 0.3 -0.6 -0.9
H 0.498 4.417 -6.654 0.5 0.1 -0.5
H -1.169 2.351 -5.585 0.3 -0.1 0.0
H -2.212 3.029 -7.650 0.5 -1.2 -1.4
H -1.657 4.665 -7.253 -0.4 -0.7 -0.1
H -4.097 4.386 -6.885 -0.5 0.4 -0.6
H -3.181 4.572 -5.317 -0.7 -0.4 -1.0
H -4.576 1.642 -7.446 0.1 0.6 0.9
H -5.673 2.798 -6.593 -0.5 -0.1 -0.4
H -5.328 1.188 -5.847 0.8 1.4 -0.8
C 7.163 6.457 11.436 0.3 0.1 -1.0
O 6.419 5.873 10.373 -1.0 0.5 0.0
C 5.081 5.449 10.657 0.2 -1.0 0.2
C 4.561 4.654 9.470 1.2 -0.4 0.5
N 5.308 3.353 9.535 -0.1 0.6 -1.5
C 4.988 2.467 8.365 2.0 0.3 1.3
C 5.529 2.980 7.062 0.3 -0.6 -1.0
O 6.927 3.153 7.178 -0.1 0.2 0.3
C 7.440 4.001 6.180 1.4 -1.9 -0.5
H 6.618 7.269 11.957 0.2 -0.4 -0.2
H 8.058 6.884 10.912 -0.7 -0.3 0.8
H 7.481 5.660 12.112 0.0 0.2 0.3
H 4.370 6.182 11.056 0.4 0.6 -0.5
H 5.078 4.638 11.385 0.4 0.1 0.8
H 4.637 5.231 8.545 0.1 -0.2 -0.1
H 3.534 4.414 9.667 -0.7 0.0 0.0
H 6.320 3.598 9.504 -1.0 -0.4 -0.1
H 3.936 2.386 8.262 -1.1 -0.3 0.2
H 5.458 1.483 8.581 -0.5 0.4 -0.2
H 5.085 3.943 6.810 -0.3 0.1 -0.1
H 5.310 2.244 6.230 0.0 0.6 0.6
H 6.851 4.868 6.044 -0.7 1.0 -0.2
H 7.536 3.412 5.230 -0.3 0.6 0.3
H 8.460 4.279 6.460 -0.2 0.0 0.1
C -5.295 -7.066 -0.814 0.3 -0.7 -0.1
O -4.041 -6.883 -1.430 -0.4 -0.2 -0.9
C -3.491 -5.645 -1.074 -0.1 0.8 -1.5
C -2.086 -5.442 -1.692 -0.2 -0.4 0.0
N -1.276 -6.705 -1.458 -2.5 0.8 0.3
C -0.074 -6.927 -2.206 0.5 -0.7 1.0
C 0.630 -8.157 -1.558 0.1 1.1 0.0
O -0.148 -9.327 -1.653 -0.2 0.3 -0.9
C 0.088 -10.219 -0.609 -1.9 0.3 1.6
H -5.833 -7.867 -1.301 0.2 -0.4 -0.2
H -5.958 -6.225 -0.879 -0.1 1.0 -0.1
H -5.140 -7.309 0.227 -0.1 -0.1 0.6
H -3.395 -5.662 -0.033 0.1 0.5 1.7
H -4.232 -4.821 -1.374 1.2 -0.7 0.3
H -1.639 -4.568 -1.135 -0.1 -1.0 -0.8
H -2.250 -5.201 -2.775 0.5 -0.2 0.6
H -1.933 -7.482 -1.648 0.6 0.5 0.2
H 0.615 -6.114 -1.999 0.1 0.3 -0.3
H -0.244 -7.008 -3.287 0.2 -0.2 0.0
H 0.906 -7.891 -0.497 -0.7 -0.3 -0.7
H 1.587 -8.270 -2.057 0.4 -0.4 -0.3
H -0.384 -11.211 -0.780 0.1 0.8 -0.2
H -0.369 -9.735 0.322 0.7 -1.0 -0.7
H 1.123 -10.374 -0.457 1.3 -0.2 0.3
C 3.647 -5.718 3.404 0.9 1.4 -0.9
O 2.482 -5.038 3.778 -0.5 0.2 0.1
C 2.414 -4.801 5.179 0.3 0.8 0.5
C 1.160 -3.947 5.527 0.3 -0.3 -0.5
N 1.230 -2.563 5.061 0.4 0.1 0.5
C 1.992 -1.705 5.947 -0.5 0.1 0.5
C 2.008 -0.325 5.364 1.6 1.0 -1.0
O 3.105 -0.159 4.379 -1.2 -0.9 1.1
C 3.014 1.024 3.657 0.9 0.9 0.4
H 3.524 -6.155 2.415 -0.3 0.1 -0.1
H 3.904 -6.513 4.064 0.2 -0.7 0.8
H 4.509 -4.994 3.324 -0.6 -0.8 0.3
H 3.348 -4.233 5.488 -0.8 -0.7 -0.1
H 2.360 -5.785 5.662 0.1 0.2 0.3
H 0.961 -3.983 6.634 0.1 0.1 -1.1
H 0.300 -4.301 4.966 -0.1 -0.9 0.4
H 1.649 -2.545 4.139 0.1 -0.1 -0.2
H 2.993 -2.112 6.199 -0.3 0.5 -0.1
H 1.400 -1.606 6.878 0.4 -0.2 -0.2
H 2.099 0.497 6.082 0.1 -0.3 0.2
H 1.111 -0.160 4.794 -0.7 0.0 -0.1
H 3.680 0.961 2.809 0.5 0.1 0.1
H 3.237 1.877 4.319 0.2 0.0 -0.3
H 2.073 1.205 3.199 -1.3 0.0 -0.1
C -3.165 3.282 0.783 1.6 0.0 0.6
O -2.796 2.711 2.064 -0.5 0.1 -0.5
C -1.428 2.374 2.249 -0.2 -0.2 -0.5
C -1.289 1.519 3.476 0.4 -1.0 0.6
N -1.991 0.220 3.355 -0.3 0.4 0.1
C -2.331 -0.359 4.672 2.0 0.0 0.3
C -3.244 -1.514 4.559 -0.3 -1.3 -1.4
O -4.595 -1.107 4.497 -0.9 -0.1 -0.4
C -5.540 -2.185 4.488 0.0 0.6 0.3
H -4.224 3.493 0.799 -0.2 -0.1 0.1
H -2.878 2.618 -0.046 -0.2 0.0 0.2
H -2.613 4.216 0.646 -0.1 0.0 -0.1
H -0.772 3.236 2.336 -0.1 0.5 0.0
H -1.066 1.837 1.355 -0.1 -0.1 0.1
H -1.603 1.980 4.418 -0.4 0.7 -0.2
H -0.197 1.380 3.651 -0.5 -0.3 -0.4
H -2.914 0.407 2.952 0.4 0.2 -0.3
H -2.661 0.399 5.368 -0.7 0.4 0.2
H -1.417 -0.751 5.168 -0.1 0.1 -0.6
H -3.148 -2.183 5.383 0.3 -0.5 1.0
H -2.927 -2.133 3.656 -0.6 0.7 0.8
H -6.516 -1.803 4.215 0.0 0.3 -0.5
H -5.746 -2.617 5.463 0.6 0.0 0.6
H -5.239 -2.992 3.845 0.2 -0.3 -0.6
C 2.556 4.580 2.279 0.0 -0.6 0.2
O 1.682 4.002 1.319 1.1 0.1 -1.4
C 2.175 4.375 -0.036 0.0 -1.0 1.3
C 1.505 3.493 -1.087 -0.5 1.0 0.6
N 0.211 4.006 -1.429 -0.6 0.8 -1.3
C -0.597 3.236 -2.382 -0.1 1.1 0.4
C -1.717 4.199 -2.947 2.1 -1.4 1.5
O -2.380 4.609 -1.791 0.4 0.2 0.6
C -3.500 5.400 -2.022 -0.5 -0.7 -1.0
H 2.101 4.510 3.258 -0.3 -0.3 0.2
H 2.631 5.633 2.076 0.5 0.7 -0.1
H 3.542 4.066 2.343 -0.5 0.4 -0.4
H 3.280 4.218 -0.142 -0.7 0.1 0.6
H 1.962 5.448 -0.141 0.0 -0.2 -0.4
H 1.407 2.463 -0.732 0.7 -0.1 -0.1
H 2.142 3.622 -1.954 0.2 -0.7 -0.4
H -0.353 4.223 -0.647 -0.4 0.2 1.0
H -0.971 2.363 -1.836 -0.5 -0.3 -0.5
H 0.092 2.948 -3.157 -0.1 -0.5 -0.6
H -2.387 3.813 -3.672 -0.7 -1.0 -0.5
H -1.154 4.961 -3.457 0.2 1.0 -0.1
H -3.909 5.652 -1.055 0.0 0.6 0.2
H -4.266 4.719 -2.477 0.3 1.0 -0.3
H -3.221 6.269 -2.672 -0.7 -0.5 0.6
C 7.013 4.096 1.139 0.4 0.2 -0.4
C 6.418 2.735 0.858 0.8 0.1 0.5
O 5.383 2.497 1.791 0.2 -0.1 0.4
O 6.151 5.181 0.758 0.1 -0.8 0.8
H 7.942 4.322 0.640 0.5 -0.6 -0.5
H 7.263 4.161 2.203 -0.3 -0.1 0.1
H 7.201 1.950 0.817 -0.2 0.3 0.6
H 5.968 2.664 -0.089 -0.5 0.5 -1.7
H 5.465 1.569 2.014 -0.2 -0.6 0.3
H 5.939 5.506 1.632 -0.8 1.0 0.0
C 1.243 4.764 6.178 1.5 1.0 -0.7
C 1.051 3.285 6.104 -0.7 0.6 0.7
O 0.233 2.938 7.204 0.4 -1.0 0.5
O 1.908 5.126 7.370 0.5 0.2 0.5
H 0.319 5.325 6.101 -0.6 -0.1 0.0
H 1.887 5.183 5.361 -0.4 -0.6 0.4
H 1.956 2.770 6.301 1.2 -0.3 0.1
H 0.712 2.920 5.158 -0.6 -0.1 -0.8
H -0.677 3.162 7.071 -0.8 0.3 -0.3
H 1.780 4.487 8.089 -0.4 0.1 -0.5
C 5.737 8.167 0.930 -0.7 -0.5 -0.9
C 4.464 8.113 0.042 1.0 -0.8 -0.8
O 4.746 8.778 -1.187 0.4 1.0 1.1
O 5.421 7.551 2.144 -0.1 -0.1 2.0
H 5.958 9.208 1.065 0.2 0.7 0.0
H 6.634 7.675 0.527 -0.5 0.1 -0.4
H 3.649 8.542 0.576 -0.5 1.1 0.6
H 4.030 7.135 -0.220 0.9 -0.3 0.5
H 4.430 8.222 -1.867 -0.4 -0.6 -1.2
H 5.552 8.142 2.913 -0.1 -0.5 -0.9
C 0.651 -5.537 1.256 1.5 -0.2 0.1
C 0.418 -4.070 1.546 0.3 -1.0 0.2
O -0.674 -3.679 0.816 -1.4 0.9 -1.4
O -0.504 -6.321 1.427 1.0 0.3 2.3
H 1.396 -5.891 1.964 -0.1 -0.1 0.3
H 1.185 -5.699 0.294 -0.9 0.2 0.0
H 1.334 -3.519 1.323 0.2 0.2 0.0
H 0.160 -3.926 2.582 0.4 -0.1 0.9
H -0.677 -2.669 0.805 0.1 -0.3 0.2
H -0.912 -6.497 0.613 -1.0 -0.3 -2.5
C -9.986 -1.737 -0.253 -0.5 1.0 -0.4
C -9.393 -1.418 -1.580 1.0 0.2 -1.3
O -9.314 -2.568 -2.433 0.5 -0.3 -0.2
O -9.162 -2.587 0.455 0.7 -0.9 1.3
H -10.989 -2.138 -0.398 -0.2 -0.1 0.2
H -10.035 -0.762 0.292 -0.1 -0.8 -0.2
H -8.388 -1.039 -1.388 0.2 0.0 0.0
H -9.943 -0.618 -2.081 -0.2 0.0 0.0
H -8.449 -2.648 -2.928 -0.9 0.4 0.9
H -9.032 -3.429 0.000 -0.3 0.3 -0.2
C 5.780 5.556 -3.784 1.2 -0.6 0.2
C 6.328 5.101 -2.382 -2.7 -1.5 -0.7
O 7.501 4.323 -2.513 1.5 1.8 0.0
O 5.648 4.459 -4.732 -0.1 0.2 0.6
H 6.526 6.250 -4.197 -0.3 0.2 0.0
H 4.792 6.052 -3.689 0.6 -0.4 -0.1
H 5.559 4.425 -1.898 0.8 0.6 -0.6
H 6.412 5.925 -1.695 0.3 0.5 0.2
H 8.220 5.009 -2.585 -0.7 -1.3 0.1
H 6.511 4.102 -5.035 -0.6 0.5 0.7
C -0.803 -0.764 -8.356 -0.1 -0.1 1.1
C 0.703 -0.775 -8.502 0.4 -0.3 -1.8
O 1.383 -0.712 -7.280 0.3 0.0 -0.2
O -1.312 0.559 -8.101 0.4 0.0 -0.3
H -1.068 -1.333 -7.452 0.1 -0.5 -0.6
H -1.285 -1.153 -9.241 -0.2 -0.3 -0.3
H 0.930 0.003 -9.292 0.2 0.0 1.2
H 1.106 -1.682 -9.039 -0.8 0.4 0.8
H 1.196 0.111 -6.808 -0.2 0.3 0.0
H -1.792 0.500 -7.276 -0.1 0.2 0.2
C -5.312 2.191 4.181 -0.2 0.7 0.8
C -5.182 2.572 5.686 -1.4 -0.2 -2.3
O -3.917 3.046 5.858 2.6 1.5 0.5
O -5.077 3.392 3.379 -0.6 -1.3 1.1
H -6.304 1.806 3.999 -0.4 -0.1 -0.3
H -4.570 1.408 3.954 -0.3 0.3 0.0
H -5.322 1.696 6.308 -0.1 -0.1 0.2
H -5.938 3.348 5.893 0.0 -0.3 0.2
H -3.736 3.788 5.234 -0.6 -0.8 0.5
H -4.257 3.144 2.961 0.8 0.3 -0.5
C 6.666 0.848 -2.695 1.9 -0.6 -0.4
C 5.347 0.915 -3.350 -1.5 -0.2 -0.5
O 4.602 2.099 -3.050 0.6 1.5 -0.4
O 7.628 1.612 -3.480 -0.3 -0.5 0.5
H 7.050 -0.194 -2.542 -0.3 0.5 -0.9
H 6.602 1.145 -1.675 -0.1 1.0 0.9
H 4.680 0.103 -3.027 0.3 0.0 0.1
H 5.436 0.762 -4.425 0.3 0.2 -0.1
H 4.986 2.922 -3.488 -0.4 -1.7 0.4
H 7.981 2.384 -3.011 -0.6 -0.3 0.2
C 6.007 -1.642 2.364 -1.1 -1.2 -3.8
C 4.663 -2.180 2.758 0.1 -0.8 -0.6
O 4.639 -2.238 4.160 0.0 -0.4 0.2
O 6.080 -0.279 2.568 0.1 1.2 -0.1
H 6.148 -1.723 1.232 0.0 -0.6 1.3
H 6.717 -2.233 2.900 1.0 -0.1 0.3
H 4.560 -3.228 2.424 -0.1 0.5 -0.4
H 3.881 -1.526 2.316 0.2 -0.5 0.3
H 4.173 -1.432 4.367 -0.4 0.8 0.8
H 6.476 -0.223 3.411 0.6 0.9 1.7
C -2.932 -5.926 3.896 1.6 0.2 0.7
C -3.406 -5.571 2.537 -1.9 1.7 -0.3
O -3.311 -4.135 2.413 0.8 -0.1 -0.9
O -1.542 -5.528 4.063 -0.7 -0.4 -0.6
H -2.994 -6.994 4.078 -0.3 -0.3 0.2
H -3.496 -5.333 4.640 0.1 -0.5 -0.3
H -4.495 -5.774 2.438 0.4 -0.1 0.3
H -2.971 -6.029 1.667 0.7 -0.5 0.2
H -2.423 -3.918 2.030 -0.7 -0.3 0.3
H -1.117 -5.794 3.221 0.0 0.0 0.4
```
Forces are in eV/Å.

Calculated values
Multiplicity: 1

No. 2
The molecule C3H4O2. Source: OMol25; level of theory: ωB97M-V/def2-TZVPD.

Structure (XYZ):
```
9
Properties=species:S:1:pos:R:3:forces:R:3
C 1.711 0.092 0.590 -1.9 0.3 0.2
C 0.360 0.324 0.424 0.7 -0.4 -1.6
O -0.476 -0.654 -0.204 1.7 -0.9 1.0
C -1.653 -0.382 -0.795 1.2 -1.0 1.3
O -2.017 0.704 -1.045 -1.1 1.6 -0.7
H 2.291 0.943 1.064 -0.7 -1.4 -0.7
H 2.220 -0.916 0.351 -1.1 2.0 0.4
H -0.274 1.240 0.505 1.3 -0.5 0.5
H -2.162 -1.352 -0.891 -0.2 0.2 -0.4
```
Forces are in eV/Å.

Calculated values
SMILES: C=COC=O
Multiplicity: 1

Respective energy above the lowest of the compared OMol25 structures with the same formula, charge and spin values: 0.00; 31.42 kcal/mol.
Respective maximum force values: 4.09; 2.26 eV/Å.